146
Properties=species:S:1:pos:R:3:forces:R:3 method="wB97M-V/def2-TZVPD" smiles="COC[C@H](C)N.COC[C@H](C)N.COC[C@H](C)N.CCOC(=O)OC.CCOC(=O)OC.CCOC(=O)OC.CCOC(=O)OC.CCOC(=O)OC.CCOC(=O)OC.ClCCl" charge=0 gap_ev=9.403 e_above_lowest_kcal_mol=12.9 mol_weight_g_mol=977.0
C 2.6533 -4.6674 0.7129 0.67 -0.63 0.06
O 1.7385 -4.6298 1.7719 0.06 0.79 -0.15
C 1.7803 -5.7299 2.6375 -0.92 -0.95 -0.35
C 0.5271 -5.6538 3.4916 -0.08 0.82 0.94
C -0.7348 -5.7324 2.6442 0.06 -0.01 -0.49
N 0.6324 -4.4047 4.2744 0.20 -0.10 -0.35
H 2.6325 -3.7408 0.1449 -0.22 0.13 0.16
H 2.4536 -5.5029 0.0262 -0.14 0.04 0.05
H 3.6746 -4.8126 1.0895 0.01 0.10 -0.02
H 1.6867 -6.6486 2.0344 0.39 -0.05 0.08
H 2.6633 -5.7795 3.2799 0.17 0.24 -0.19
H 0.5323 -6.4658 4.2240 0.14 -0.16 -0.19
H -0.7735 -4.9046 1.9313 0.12 0.03 0.08
H -1.6516 -5.6766 3.2307 0.07 -0.19 0.16
H -0.7214 -6.6488 2.0462 -0.23 -0.04 0.11
H -0.0147 -4.3539 5.0487 -0.19 -0.12 -0.12
H 0.4159 -3.6371 3.6481 -0.03 0.15 0.24
C 0.0933 -2.0461 0.5127 -0.72 1.45 0.22
O 0.1818 -0.6257 0.3638 0.08 0.50 0.01
C 1.3768 -0.1707 -0.2344 0.25 -0.69 -0.21
C 1.6493 1.3033 0.0320 0.11 -0.47 -0.07
C 0.9119 2.1664 -0.9788 0.35 0.37 0.60
N 3.0878 1.4990 -0.1009 0.22 -0.13 -0.28
H 0.3385 -2.2710 1.5509 0.37 -0.52 -0.20
H 0.6982 -2.5334 -0.2496 -0.04 -0.36 0.17
H -0.9765 -2.2146 0.3778 0.12 -0.65 -0.12
H 2.2351 -0.7676 0.1090 -0.08 0.06 0.20
H 1.2976 -0.3526 -1.3181 0.23 0.15 0.00
H 1.3436 1.5247 1.0648 -0.39 0.04 -0.12
H 1.3460 2.0335 -1.9703 -0.04 -0.14 -0.02
H 1.0727 3.2053 -0.6797 -0.36 0.10 -0.21
H -0.1494 1.9257 -0.9930 -0.07 0.08 -0.04
H 3.5852 0.9565 0.6073 -0.19 0.38 -0.28
H 3.3232 2.4744 0.0316 -0.05 0.00 0.15
C 0.0918 -0.6962 -3.8191 1.23 -0.71 0.48
O -0.7846 -0.9442 -4.8667 -0.36 -0.17 -0.28
C -1.4339 0.2218 -5.3432 0.47 0.33 -0.10
C -1.9239 -0.0769 -6.7440 -0.44 -1.03 -0.60
C -2.2828 1.1402 -7.5614 0.33 0.81 -0.08
N -2.9770 -1.0881 -6.9038 -0.76 -0.36 0.99
H 0.8501 -1.4893 -3.7357 -0.42 -0.33 -0.37
H -0.3949 -0.7187 -2.8384 -0.13 0.74 -0.01
H 0.7391 0.1632 -4.0283 -0.50 0.47 0.40
H -2.1888 0.5923 -4.6372 -0.24 -0.24 -0.10
H -0.6893 1.0281 -5.4368 0.00 -0.06 0.07
H -1.0912 -0.5896 -7.2365 0.34 0.43 0.09
H -3.2581 1.5856 -7.3532 -0.09 -0.28 0.25
H -2.2585 0.9149 -8.6259 -0.05 -0.13 0.02
H -1.5495 1.9338 -7.3811 -0.02 -0.04 -0.10
H -3.8498 -0.8202 -6.4450 0.10 0.50 -0.29
H -2.7572 -1.9277 -6.3687 0.48 0.03 -0.30
C 7.2258 8.8835 -1.2588 -0.62 0.03 -1.16
C 5.7474 8.6661 -0.9128 1.00 0.27 0.79
O 5.1480 7.6151 -1.6400 -0.66 0.18 -0.82
C 5.3205 6.3500 -1.2916 0.37 -0.13 0.20
O 5.9386 5.9503 -0.3419 0.09 0.04 0.32
O 4.7234 5.5844 -2.2020 -0.20 0.27 0.28
C 4.8412 4.1766 -2.0054 0.32 -0.32 -0.86
H 7.2462 9.4257 -2.2109 0.18 0.27 0.23
H 7.7711 7.9740 -1.5073 -0.04 -0.21 0.69
H 7.6983 9.4737 -0.4801 0.23 -0.07 -0.02
H 5.2152 9.5706 -1.1956 -0.28 -0.14 0.00
H 5.6422 8.5343 0.1665 -0.18 -0.32 -0.10
H 5.8538 3.8948 -1.7233 -0.02 0.12 0.13
H 4.6367 3.7926 -3.0033 -0.07 -0.29 0.16
H 4.1320 3.7586 -1.3008 -0.12 0.32 0.13
C -4.5896 -3.0257 5.4763 -0.78 -0.12 1.04
C -3.1283 -2.6561 5.3499 -0.80 -0.55 -1.17
O -3.0536 -1.3491 4.7638 -0.12 0.10 0.09
C -1.9393 -1.0546 4.0893 0.11 -0.06 0.60
O -1.0502 -1.8328 3.8490 0.15 0.06 -0.30
O -1.9734 0.2345 3.8173 -0.23 0.43 -0.13
C -0.8713 0.8113 3.0949 0.01 -0.59 -0.04
H -5.1654 -2.2413 5.9757 0.12 0.07 -0.11
H -4.7073 -3.9046 6.1207 0.29 0.05 0.01
H -5.1274 -3.3000 4.5695 0.44 0.32 -0.34
H -2.7037 -3.3723 4.6433 0.55 0.08 0.35
H -2.6264 -2.6605 6.3135 0.16 0.01 -0.02
H -0.8643 1.8667 3.3430 0.00 0.03 0.02
H -1.0155 0.6490 2.0292 0.05 0.08 -0.01
H 0.0487 0.3113 3.3969 0.07 0.17 -0.02
C -1.5946 -4.0385 -2.1456 0.75 -0.02 0.09
C -2.1254 -4.9777 -3.1976 0.33 0.54 -0.78
O -2.7455 -6.0708 -2.5292 0.29 -0.06 0.62
C -3.3850 -6.9372 -3.2945 -0.02 0.14 -0.33
O -3.5213 -6.8439 -4.4856 -0.15 -0.19 -0.07
O -3.8615 -7.9020 -2.5116 0.01 -0.18 0.46
C -4.8577 -8.7134 -3.1011 -0.72 -0.34 -0.77
H -0.6717 -4.4553 -1.7303 -0.36 -0.28 0.45
H -2.3386 -3.8610 -1.3727 0.11 0.07 0.10
H -1.2159 -3.0929 -2.5399 -0.57 0.06 -0.36
H -1.2990 -5.3293 -3.8221 -0.12 -0.20 0.03
H -2.8408 -4.5249 -3.8864 -0.09 0.09 0.20
H -5.5926 -8.0762 -3.5958 0.00 -0.09 -0.03
H -5.3660 -9.3072 -2.3470 0.26 0.25 0.39
H -4.4694 -9.4163 -3.8397 0.29 0.21 -0.02
C -3.6458 -1.0417 -0.5538 0.38 -0.10 -0.37
C -5.1507 -0.9632 -0.7276 0.54 -1.09 0.62
O -5.4320 -0.1618 -1.8682 -0.40 0.54 -0.06
C -6.1010 0.9869 -1.6735 0.59 -0.63 0.00
O -6.5235 1.3760 -0.6255 -0.35 0.35 0.31
O -6.1742 1.6076 -2.8448 -0.14 -0.07 -0.56
C -6.9483 2.8016 -2.8457 0.41 0.90 0.39
H -3.1738 -1.6057 -1.3614 -0.09 0.11 -0.11
H -3.3371 -1.5345 0.3696 -0.27 0.09 0.12
H -3.2197 -0.0372 -0.5719 0.01 0.00 0.15
H -5.5902 -0.6604 0.2208 -0.34 0.72 -0.38
H -5.5764 -1.9464 -0.9370 0.09 -0.02 -0.12
H -7.9441 2.6244 -2.4514 -0.05 0.02 -0.03
H -6.9697 3.2273 -3.8449 -0.10 -0.58 -0.24
H -6.4358 3.5655 -2.2520 -0.23 -0.19 0.28
C -1.3644 5.1208 4.7589 -0.46 -0.12 -0.41
C -2.2379 6.0100 3.8887 0.28 0.80 0.45
O -2.9687 5.2661 2.9153 -0.06 -0.03 -0.15
C -2.2896 4.9494 1.8130 -0.26 -1.08 0.34
O -1.1692 5.2750 1.5572 0.70 0.62 -0.35
O -3.0270 4.0974 1.1018 -0.64 0.28 -0.18
C -2.6645 3.9477 -0.2845 0.10 -0.33 0.77
H -2.0401 4.5111 5.3590 0.35 -0.22 0.13
H -0.6987 5.6967 5.3979 -0.14 0.14 0.11
H -0.7351 4.4965 4.1227 -0.05 -0.10 0.08
H -1.6519 6.8047 3.4244 0.00 -0.19 -0.29
H -3.0110 6.5113 4.4698 0.00 -0.13 0.11
H -3.3377 3.1897 -0.6733 -0.13 0.11 -0.05
H -1.6481 3.5684 -0.3288 0.16 0.27 -0.29
H -2.8029 4.9041 -0.7797 0.20 -0.05 -0.24
C 7.9462 -0.1307 0.9967 1.34 0.89 -0.43
C 6.7109 -0.9001 0.6244 0.42 0.76 -0.76
O 6.1252 -1.5447 1.7407 -0.08 -0.82 0.12
C 4.9823 -1.0651 2.2119 -0.05 -0.06 -0.15
O 4.4818 -0.0215 1.8836 -0.07 0.33 0.22
O 4.4713 -1.9207 3.0796 0.18 -0.15 0.16
C 3.3728 -1.4383 3.8722 -0.32 0.56 -0.79
H 8.3059 0.4005 0.1035 -0.26 -0.11 -0.05
H 8.8238 -0.7211 1.2724 -0.39 -0.41 0.20
H 7.8709 0.6666 1.7380 -0.60 -0.24 0.16
H 6.9957 -1.6319 -0.1337 -0.14 -0.46 0.40
H 6.0087 -0.2461 0.1055 -0.23 0.04 0.42
H 3.7475 -0.6920 4.5702 -0.02 -0.38 0.43
H 2.8926 -2.3207 4.2696 0.12 -0.03 0.49
H 2.6391 -0.9048 3.2599 0.14 -0.21 -0.20
Cl 2.2934 3.5225 3.4030 -0.02 0.00 0.07
C 2.6064 5.1181 2.7070 0.18 -0.18 -0.38
Cl 2.3771 5.1135 0.9489 -0.12 0.10 0.00
H 1.9301 5.8342 3.1524 -0.07 0.04 -0.02
H 3.6479 5.3684 2.8571 0.01 0.02 0.25